Density functional theory data (ωB97M-V/def2-TZVPD) for a 2-piece molecular cluster, C4H11NO overall.

Positions of all 17 atoms, in Å:
H (-1.77276, -0.01935, -1.22802)
C (1.95024, -1.34845, -0.66905)
H (-1.36570, 2.69456, 0.70726)
H (0.32009, 2.45560, 0.26335)
C (-0.66358, 1.98873, 0.25505)
H (-1.82371, -1.65842, -0.84491)
H (1.90175, -2.11629, 0.11937)
H (1.38711, 0.19464, 0.36817)
H (2.79596, -1.56400, -1.31867)
C (-0.63646, 0.71038, 1.03170)
H (-0.96267, 1.83534, -0.77700)
N (-1.86746, -0.71331, -0.50225)
O (2.16546, -0.06928, -0.13619)
C (-1.15597, -0.45991, 0.65453)
H (-1.09762, -1.31246, 1.31862)
H (-0.19841, 0.77484, 2.01701)
H (1.02369, -1.39268, -1.25903)

Output
HOMO-LUMO gap: 9.273 eV
SMILES: C/C=C\N.CO
Energy above the lowest of the compared OMol25 structures with the same formula, charge and spin: 33.9 kcal/mol
LUMO: 0.91 eV
Total energy: -7863.0836 eV